1.
{
  "formula": "C12H24N4S",
  "method": "wB97M-V/def2-TZVPD",
  "species": ["S", "N", "N", "N", "N", "C", "C", "C", "C", "C", "C", "C", "C", "C", "C", "C", "C", "H", "H", "H", "H", "H", "H", "H", "H", "H", "H", "H", "H", "H", "H", "H", "H", "H", "H", "H", "H", "H", "H", "H", "H"],
  "xyz": [[-3.61858, 2.22152, 0.00526], [0.44222, 4.99970, 1.17223], [-2.01715, 4.02754, -1.14614], [-0.94832, 4.77843, -0.76835], [-1.46242, 3.57806, 0.98293], [-0.63187, 4.48265, 0.51260], [-0.86589, -2.10356, -0.14685], [4.07551, -1.23421, -0.92147], [3.04729, -2.33684, -0.69868], [-2.51771, 0.06606, 1.39767], [1.90385, -2.25045, -1.70707], [-0.29649, -1.02360, 0.77350], [-2.28825, 3.32858, -0.06953], [-1.13162, 0.25641, 0.78601], [0.87551, -3.37153, -1.55739], [0.04419, -3.33466, -0.27240], [-3.25136, 1.38435, 1.59329], [0.70202, -3.39297, 0.59596], [3.53371, -3.31101, -0.79028], [-2.66174, 2.09121, 2.17351], [-1.83378, -2.41805, 0.24647], [0.74089, 5.91995, 0.89134], [-1.04095, -1.67770, -1.13691], [0.41819, 4.84890, 2.16809], [3.61220, -0.25476, -0.82002], [0.19176, -3.33102, -2.40933], [-3.12101, -0.58274, 0.76086], [-2.41993, -0.41293, 2.37610], [-0.22890, -1.41880, 1.79074], [1.40887, -1.28228, -1.61849], [2.65480, -2.25762, 0.31648], [-0.60110, 1.02144, 1.35864], [4.50362, -1.30658, -1.91910], [-4.21926, 1.22268, 2.06676], [4.88250, -1.30846, -0.19582], [-0.50694, 5.39940, -1.42509], [0.71453, -0.76915, 0.45307], [-1.23853, 0.62584, -0.23652], [-0.57368, -4.23578, -0.26416], [1.39743, -4.33139, -1.60384], [2.32641, -2.30666, -2.71408]],
  "forces_ev_per_angstrom": [[-0.448, -0.305, 0.172], [0.330, 0.176, 0.152], [-0.585, -0.329, -0.459], [0.188, -0.091, 0.664], [0.379, 0.221, 0.348], [-0.371, -0.101, -0.623], [0.242, -0.100, 0.295], [-0.078, -0.205, 0.134], [-0.061, 0.254, -0.210], [0.159, 0.217, -0.134], [0.033, -0.353, 0.155], [-0.264, 0.152, -0.253], [0.576, 0.580, -0.218], [0.072, -0.233, 0.253], [0.024, 0.120, 0.096], [-0.138, -0.023, -0.250], [-0.100, 0.031, -0.380], [0.008, -0.066, 0.104], [-0.033, -0.070, 0.064], [-0.116, -0.068, 0.112], [-0.072, 0.037, -0.072], [-0.012, -0.038, 0.120], [-0.091, 0.050, -0.091], [0.002, 0.056, -0.038], [-0.008, 0.135, -0.003], [-0.028, -0.086, -0.026], [-0.039, -0.102, 0.059], [-0.018, -0.092, 0.035], [0.096, -0.042, 0.046], [-0.013, 0.138, -0.060], [-0.002, -0.087, 0.062], [-0.025, 0.046, -0.063], [0.071, 0.041, -0.105], [0.014, 0.084, 0.026], [0.117, 0.073, 0.029], [-0.029, -0.091, 0.087], [0.125, -0.047, 0.040], [0.039, 0.088, -0.022], [0.055, -0.032, 0.080], [0.002, -0.040, -0.092], [0.001, 0.101, -0.033]],
  "lumo_ev": 0.599,
  "e_above_lowest_ev": 0.0672,
  "charge": 0,
  "largest_force_ev_per_a": 0.8,
  "smiles": "CCCCCCCCCCSc1n[nH]c(N)n1"
}

=====

2.
{
  "formula": "CH5BrCdN2O3P2",
  "method": "wB97M-V/def2-TZVPD",
  "species": ["Cd", "Br", "P", "P", "O", "O", "O", "N", "N", "C", "H", "H", "H", "H", "H"],
  "xyz": [[2.85049, 0.07233, 0.76736], [-3.12600, -1.16237, 0.36467], [0.17498, -1.37692, -0.29075], [-2.19354, 0.67486, -0.44371], [0.52246, 1.61356, -2.17842], [1.50704, 1.36115, -0.12936], [-1.96235, 1.51902, 0.90412], [1.14382, -1.29915, 0.99265], [-0.47431, 0.10336, -0.74361], [0.46400, 1.04840, -1.16974], [-1.16913, 1.28943, 1.40321], [-0.80605, -2.34929, -0.13921], [1.20145, 2.17768, 0.30506], [0.92311, -1.92770, 1.75516], [0.94401, -1.74438, -1.39743]],
  "forces_ev_per_angstrom": [[0.003, -1.677, 0.977], [0.268, -0.054, -0.089], [0.603, -0.178, -0.067], [-1.152, 0.621, -0.279], [0.126, 0.523, -0.418], [-1.171, 1.066, -0.520], [0.658, 0.120, -0.374], [0.628, 0.399, -0.138], [0.792, -0.953, 0.759], [-0.664, -0.340, -0.235], [-0.325, -0.089, 0.526], [-0.219, 0.217, -0.029], [0.303, 0.216, -0.127], [0.272, 0.004, 0.193], [-0.120, 0.126, -0.179]],
  "lumo_ev": -11.263,
  "charge": 2,
  "largest_force_ev_per_a": 1.9
}

=====

3.
{
  "formula": "C4H10N2O2",
  "method": "wB97M-V/def2-TZVPD",
  "species": ["O", "O", "N", "N", "C", "C", "C", "C", "H", "H", "H", "H", "H", "H", "H", "H", "H", "H"],
  "xyz": [[-0.64417, -0.34775, -0.83724], [1.29672, 0.92627, 2.96616], [-0.06548, -0.46328, 1.94175], [0.62121, -0.04150, -2.58603], [-1.05888, -2.01831, -2.38507], [-0.37327, -0.75766, -1.93206], [-0.07587, 1.91528, 1.25815], [0.51544, 0.86036, 1.99000], [0.54626, 2.72487, 1.25957], [-2.12289, -2.05767, -2.64980], [0.82317, -0.07360, -3.52721], [-0.95006, 2.35289, 1.73733], [-0.25961, 1.73824, 0.12144], [-1.00338, -2.48077, -1.32660], [-0.49473, -0.77022, 1.01336], [0.56615, 1.05009, -2.10416], [0.25080, -1.06060, 2.58524], [-0.51069, -2.51600, -3.21663]],
  "forces_ev_per_angstrom": [[-0.921, 0.536, 1.639], [-0.543, 1.696, -2.144], [-2.176, 4.708, -6.173], [-1.362, 3.773, 3.917], [1.158, -1.297, 0.922], [0.191, 1.024, -1.375], [-1.860, 1.042, -3.832], [0.521, -6.194, 5.325], [2.143, 2.124, 0.137], [0.306, 1.000, 0.115], [0.186, -0.249, -2.330], [-0.425, -0.718, 0.020], [-0.087, -0.212, 2.286], [-0.070, -0.499, -2.151], [0.853, 0.401, 2.133], [0.676, -4.354, -2.079], [1.634, -2.696, 2.654], [-0.224, -0.085, 0.936]],
  "lumo_ev": 0.451,
  "e_above_lowest_ev": 2.7145,
  "charge": 0,
  "largest_force_ev_per_a": 8.2,
  "smiles": "CC(N)=O.CC(N)=O"
}

=====

4.
{
  "formula": "C3H5N3",
  "method": "wB97M-V/def2-TZVPD",
  "species": ["N", "N", "N", "C", "C", "C", "H", "H", "H", "H", "H"],
  "xyz": [[-0.89028, 1.23563, 0.89124], [0.01103, 0.23947, -0.21584], [-0.43253, -0.89489, 1.69089], [-0.97494, 0.34017, 1.82628], [0.63408, 0.26081, -1.59366], [0.11525, -0.87143, 0.48704], [1.12559, -0.70867, -1.83661], [1.41270, 1.02215, -1.68354], [-1.52396, 0.70740, 2.70381], [0.63207, -1.75542, 0.10801], [-0.10902, 0.42479, -2.37762]],
  "forces_ev_per_angstrom": [[1.990, -1.751, -2.819], [-0.657, 0.159, 1.268], [-0.070, 0.070, 0.082], [-0.056, 0.554, -0.347], [-0.364, 0.509, 0.342], [-0.164, -0.082, 0.439], [-0.513, 0.497, 0.696], [-0.253, 0.058, 0.232], [0.279, -0.488, -0.190], [-0.127, 0.344, -0.005], [-0.066, 0.130, 0.301]],
  "lumo_ev": 0.730,
  "e_above_lowest_ev": 2.1756,
  "charge": 0,
  "largest_force_ev_per_a": 3.9,
  "smiles": "Cn1cncn1"
}

=====

5.
{
  "formula": "C16H28Cl12O10",
  "method": "wB97M-V/def2-TZVPD",
  "species": ["Cl", "Cl", "Cl", "Cl", "Cl", "Cl", "Cl", "Cl", "Cl", "Cl", "Cl", "Cl", "O", "O", "O", "O", "O", "O", "O", "O", "O", "O", "C", "C", "C", "C", "C", "C", "C", "C", "C", "C", "C", "C", "C", "C", "C", "C", "H", "H", "H", "H", "H", "H", "H", "H", "H", "H", "H", "H", "H", "H", "H", "H", "H", "H", "H", "H", "H", "H", "H", "H", "H", "H", "H", "H"],
  "xyz": [[-0.23541, 4.82474, 1.04361], [-2.44931, -0.00942, -4.16746], [-0.58938, 0.56978, 4.20831], [-0.18918, 1.74530, -3.88265], [-3.11002, -0.33686, 3.22840], [-2.10846, 2.46997, 2.76835], [4.37906, -2.86913, 1.77291], [-0.16000, -0.81915, -2.52397], [1.54947, 3.19626, -0.66856], [0.38751, 2.07542, 1.86201], [5.10956, -0.19337, 1.02699], [3.24247, -1.83298, -0.68769], [-0.89205, -0.47452, 0.63695], [4.40572, 2.97668, -4.72074], [1.36461, -0.88066, 1.67451], [-3.26247, -2.41359, 0.39610], [1.06082, -0.25427, -0.31791], [2.81680, 3.00486, -3.24344], [-4.31784, -2.14584, 2.37896], [4.08909, 1.14940, -3.38747], [-0.49309, 1.34340, -0.81169], [-5.42705, -1.69101, 0.52588], [2.03748, 0.38652, -1.12673], [0.68830, -1.81180, 2.04207], [1.74456, 2.43295, -2.53476], [-0.70484, -1.56634, 2.56896], [-3.24686, -2.70806, 3.14132], [5.70782, 2.59870, -5.13672], [3.78534, 2.25580, -3.78052], [0.16421, 3.17453, 0.48646], [3.77063, -1.43736, 0.95861], [-4.24530, -2.11710, 1.08130], [-2.22574, -0.08996, 0.95449], [-1.19287, 0.55334, -3.10059], [1.32737, -3.16804, 2.21209], [-2.25759, 1.10561, 3.90052], [-5.61067, -1.58087, -0.84603], [-0.12178, 0.35862, -0.16201], [-6.63229, -1.28848, -1.08873], [-2.67951, 0.72098, 0.38478], [0.94576, 3.16397, -2.40962], [-2.38096, 0.12210, 2.01234], [-2.79365, -1.01453, 0.85082], [2.15120, 2.19660, -1.55147], [0.85567, -3.87922, 1.53398], [-2.69970, 1.38334, 4.85735], [1.29580, 1.57911, -3.04237], [-1.58558, 1.01251, -2.19337], [1.73222, 0.57814, -2.15542], [-0.72308, 2.74905, 0.01763], [1.21644, -3.51347, 3.23994], [2.15688, 1.38949, -0.71698], [5.80910, 2.04169, -6.06816], [2.92936, -0.95913, 1.46025], [-2.32205, -2.19712, 2.87342], [2.41221, -3.18671, 2.10782], [2.97723, -0.15010, -0.99630], [-0.75808, -0.54211, 2.93804], [-5.41228, -2.56006, -1.28184], [6.15448, 2.05987, -4.30110], [-4.98412, -0.82953, -1.32667], [-3.03227, -3.73808, 2.85652], [-0.93208, -2.17188, 3.44634], [-1.40634, -1.73232, 1.75137], [-3.31956, -2.60677, 4.22416], [6.23442, 3.55143, -5.19241]],
  "forces_ev_per_angstrom": [[-0.150, 0.179, 0.228], [-0.442, -0.229, -0.172], [0.493, 2.523, 3.592], [-4.335, -0.355, -3.142], [-3.835, 3.517, 7.913], [-2.699, 0.205, 1.338], [1.058, -0.010, -0.056], [-1.578, -0.481, -1.971], [-4.393, 5.905, 11.253], [2.611, 0.352, -0.724], [-0.577, -0.445, -0.486], [1.936, -4.299, 1.042], [1.311, 3.722, -4.038], [-1.008, -0.001, -0.189], [-0.886, 0.045, 2.282], [-2.293, -1.464, 0.847], [-1.402, 1.172, -0.685], [0.508, 1.267, -2.377], [-1.829, -0.710, 0.763], [-0.205, 0.501, -0.570], [0.175, -2.825, 1.277], [0.847, 0.137, 3.266], [0.268, 1.647, 0.838], [0.738, -0.333, 1.878], [3.042, -0.140, -4.649], [1.428, -1.440, -0.227], [1.682, -2.144, -0.786], [0.905, 0.336, 1.237], [0.184, -0.515, 0.902], [0.321, 2.154, 2.033], [1.773, 0.767, -0.317], [-0.440, -1.404, -3.572], [0.265, 1.304, -1.795], [0.128, -0.793, -0.003], [-0.275, -0.366, 0.120], [0.610, -0.147, -0.555], [0.509, -0.504, -1.686], [-0.263, -1.719, -0.791], [-0.078, -0.161, 0.653], [0.451, 0.001, -0.567], [0.690, -0.264, -2.121], [2.716, 1.377, -4.189], [1.067, 1.873, -0.326], [1.718, -1.416, -4.630], [0.001, -0.226, 0.074], [-0.051, 0.067, -0.456], [2.413, 0.650, 0.888], [-0.220, -0.324, -0.657], [0.436, -2.000, 1.147], [0.635, 1.081, -0.066], [-0.647, -0.073, 0.099], [0.214, -2.261, 1.394], [-0.596, 0.010, 0.094], [0.364, -0.640, -0.071], [-1.651, -1.332, 0.225], [-1.019, 0.196, -0.479], [-1.179, 2.110, -0.822], [0.156, -1.934, -2.062], [0.037, 0.118, -0.355], [0.185, -0.349, -0.300], [0.375, -0.069, 0.232], [-0.684, -0.281, -0.010], [0.775, -0.386, 0.041], [0.647, -1.041, 0.974], [-1.036, -0.020, -0.338], [0.098, -0.113, -0.389]],
  "lumo_ev": 0.208,
  "charge": 0,
  "largest_force_ev_per_a": 13.4
}

=====

6.
{
  "formula": "C5H7N2S",
  "method": "wB97M-V/def2-TZVPD",
  "species": ["S", "N", "N", "C", "C", "C", "C", "C", "H", "H", "H", "H", "H", "H", "H"],
  "xyz": [[-3.27831, -0.36845, -2.48221], [-0.44355, 0.80698, -2.15158], [-0.09867, 0.32676, -0.86781], [-0.33370, 1.07751, 0.45926], [1.01572, 0.53432, 1.27244], [0.70033, -1.08534, 1.00235], [-1.60646, 0.09300, -2.46836], [0.46733, -0.90756, -0.64345], [-1.29859, 0.62488, 0.98135], [1.51702, -1.86287, 1.32018], [0.76533, -1.72020, -1.43972], [1.96189, 0.67318, 0.55796], [-0.26745, -1.29212, 1.65756], [1.15540, 0.84302, 2.39244], [-0.25629, 2.25688, 0.40959]],
  "forces_ev_per_angstrom": [[6.701, 1.515, -0.337], [-5.487, -3.745, -1.288], [1.982, -4.118, 1.748], [1.689, 0.580, 1.640], [-0.266, -1.824, -1.578], [0.016, 1.197, -0.125], [-1.633, 2.342, 1.827], [-1.147, 1.610, 1.927], [1.904, 1.287, -1.281], [-1.503, 1.641, -1.021], [-0.874, 2.126, 1.340], [-1.959, 0.537, 2.014], [1.668, 0.052, -1.947], [-0.403, -0.542, -2.376], [-0.689, -2.657, -0.544]],
  "lumo_ev": -5.512,
  "e_above_lowest_ev": 6.3200,
  "charge": 1,
  "largest_force_ev_per_a": 6.9,
  "smiles": "S=C=N[N+]1=CCCC1"
}

=====

7.
{
  "formula": "C3H3F3O",
  "method": "wB97M-V/def2-TZVPD",
  "species": ["F", "F", "F", "O", "C", "C", "C", "H", "H", "H"],
  "xyz": [[2.67752, 1.30006, 0.17369], [1.91631, 2.22141, -1.54683], [-1.69335, 0.90056, 0.72674], [0.18664, 0.67970, -0.31005], [2.34603, 1.06964, -1.06136], [-1.05005, -1.29681, 0.44923], [-0.74589, 0.08499, 0.15593], [-0.17719, -1.90269, 0.20734], [-1.89216, -1.61911, -0.18001], [-1.56785, -1.43775, 1.38532]],
  "forces_ev_per_angstrom": [[-0.022, 0.387, 0.072], [0.312, -0.409, 0.535], [-0.349, -0.413, -0.268], [-1.503, -1.773, 0.145], [0.357, 0.124, -0.825], [-0.638, -1.417, -1.300], [0.948, 3.407, 0.925], [-0.245, -0.206, 0.474], [0.375, 0.138, -0.547], [0.766, 0.163, 0.789]],
  "lumo_ev": 0.697,
  "e_above_lowest_ev": 2.2245,
  "charge": 0,
  "largest_force_ev_per_a": 3.7
}

=====

charge of number 3 (C4H10N2O2)?
0